Entry from OMol25: an isolated molecule of C24H33ClN2O3 (the ωB97M-V functional and the def2-TZVPD basis).

Structure (XYZ):
```
63
Properties=species:S:1:pos:R:3:lowdin_charge:R:1
C -7.66 -2.88 -0.23 -0.10
O -6.29 -2.82 0.08 -0.09
C -5.77 -1.61 0.47 -0.28
C -6.49 -0.43 0.57 -0.02
C -5.84 0.74 0.97 -0.04
C -4.49 0.75 1.27 -0.26
C -3.79 2.02 1.62 -0.13
C -3.29 2.73 0.35 -0.18
N -2.39 1.86 -0.39 -0.17
C -2.96 1.32 -1.60 -0.19
C -2.11 0.17 -2.11 -0.17
C -0.68 0.64 -2.35 -0.17
C -0.14 1.27 -1.07 -0.30
C 1.29 1.79 -1.28 -0.18
N 1.84 2.45 -0.10 -0.20
C 3.00 3.25 -0.44 -0.09
C 2.08 1.56 1.03 -0.15
C 3.07 0.45 0.75 -0.21
C 4.43 0.66 0.91 -0.07
C 5.34 -0.33 0.58 -0.59
Cl 7.03 -0.07 0.78 0.72
C 4.91 -1.55 0.07 -0.27
O 5.80 -2.52 -0.26 0.06
C 3.53 -1.77 -0.08 -0.19
O 3.20 -3.01 -0.58 -0.09
C 1.84 -3.32 -0.75 -0.07
C 2.63 -0.77 0.26 0.02
C -1.07 2.40 -0.63 -0.15
C -3.78 -0.44 1.17 -0.05
C -4.41 -1.61 0.78 0.00
H -8.28 -2.61 0.63 0.09
H -7.85 -3.92 -0.50 0.09
H -7.91 -2.24 -1.08 0.09
H -7.54 -0.39 0.35 0.10
H -6.42 1.65 1.04 0.12
H -2.93 1.81 2.26 0.11
H -4.46 2.70 2.16 0.11
H -2.76 3.65 0.65 0.12
H -4.15 3.03 -0.26 0.12
H -3.97 0.96 -1.39 0.11
H -3.04 2.10 -2.39 0.13
H -2.12 -0.62 -1.36 0.10
H -2.54 -0.23 -3.03 0.11
H -0.05 -0.20 -2.66 0.11
H -0.67 1.38 -3.16 0.12
H -0.15 0.51 -0.29 0.12
H 1.27 2.54 -2.08 0.13
H 1.93 0.96 -1.62 0.12
H 3.36 3.75 0.46 0.09
H 2.70 4.01 -1.16 0.08
H 3.82 2.66 -0.88 0.09
H 1.13 1.13 1.33 0.12
H 2.45 2.18 1.85 0.12
H 4.80 1.59 1.31 0.11
H 5.30 -3.28 -0.58 0.11
H 1.82 -4.33 -1.14 0.10
H 1.36 -2.64 -1.46 0.09
H 1.30 -3.28 0.21 0.10
H 1.57 -0.94 0.15 0.10
H -0.69 2.84 0.29 0.12
H -1.08 3.19 -1.41 0.14
H -2.73 -0.45 1.40 0.11
H -3.86 -2.54 0.70 0.12
```

Output
Relative energy (zero: lowest compared OMol25 entry of this formula, charge and spin) in kJ/mol: 0.00
Gap between HOMO and LUMO in Eh: 0.3218

Entry from OMol25: an isolated molecule of C4H9NO2 in a non-equilibrium geometry (the ωB97M-V functional and the def2-TZVPD basis).

Structure (XYZ):
```
16
Properties=species:S:1:pos:R:3:lowdin_charge:R:1
C 2.05 0.14 -0.21 -0.10
O 1.37 -0.42 0.90 -0.18
C 0.15 0.27 1.06 -0.17
C -0.89 -0.11 0.00 -0.32
C -1.10 -1.55 -0.36 -0.03
N -1.61 0.74 -0.61 0.03
O -1.35 2.05 -0.23 -0.07
H 3.04 -0.33 -0.20 0.09
H 1.52 -0.11 -1.14 0.09
H 2.12 1.22 -0.14 0.09
H 0.35 1.33 1.02 0.10
H -0.23 -0.03 2.04 0.14
H -1.42 -2.12 0.52 0.08
H -0.17 -1.99 -0.73 0.08
H -1.87 -1.63 -1.14 0.08
H -1.96 2.54 -0.78 0.09
```

Output
Relative energy (zero: lowest compared OMol25 entry of this formula, charge and spin) in kJ/mol: 310.51
Gap between HOMO and LUMO in Eh: 0.3908

Entry from OMol25: an isolated molecule of C5H9N in a non-equilibrium geometry (the ωB97M-V functional and the def2-TZVPD basis).

Structure (XYZ):
```
15
Properties=species:S:1:pos:R:3:lowdin_charge:R:1
C -0.74 -1.97 1.78 -0.02
C -0.25 -1.41 0.68 -0.22
C -0.67 -0.20 -0.01 -0.12
C 0.17 0.70 -0.54 -0.41
C -0.28 1.74 -1.53 -0.05
N 1.49 0.80 -0.15 0.11
H -0.27 -2.69 2.42 0.04
H -1.68 -1.60 2.18 0.05
H 0.76 -1.76 0.42 0.09
H -1.71 -0.09 -0.31 0.11
H 0.47 2.52 -1.70 0.07
H -1.15 2.23 -1.13 0.08
H -0.51 1.28 -2.49 0.08
H 2.12 1.17 -0.85 0.09
H 1.87 0.26 0.60 0.09
```

Output
Relative energy (zero: lowest compared OMol25 entry of this formula, charge and spin) in kJ/mol: 113.92
Gap between HOMO and LUMO in Eh: 0.3172

Entry from OMol25: a structure of composition CF3MgNO3S3Y in a non-equilibrium geometry (the ωB97M-V functional and the def2-TZVPD basis).

Structure (XYZ):
```
13
Properties=species:S:1:pos:R:3:lowdin_charge:R:1
Y 2.39 -0.47 1.51 1.43
N 0.07 1.06 -0.72 -0.58
S 0.35 2.05 0.67 0.81
O 1.91 1.54 0.93 -0.94
S -0.44 -0.43 -0.34 0.66
O 0.14 -0.91 0.97 -0.50
O -0.25 -1.40 -1.53 -0.31
C -2.27 -0.35 0.06 -0.71
F -2.51 0.46 1.07 0.16
F -2.91 0.07 -1.02 0.18
F -2.67 -1.57 0.37 0.18
Mg 2.65 1.12 -1.13 0.75
S 3.52 -1.16 -0.85 -0.12
```

Output
Relative energy (zero: lowest compared OMol25 entry of this formula, charge and spin) in kJ/mol: 0.00
Gap between HOMO and LUMO in Eh: 0.2582
Net charge: +1

Entry from OMol25: a structure of composition C7H10Br2NO in a non-equilibrium geometry (the ωB97M-V functional and the def2-TZVPD basis).

Structure (XYZ):
```
21
Properties=species:S:1:pos:R:3:lowdin_charge:R:1
C -0.65 -1.18 -1.41 -0.44
C -1.00 -0.58 1.03 -0.11
C -0.64 1.17 -0.71 -0.10
C 0.17 0.23 1.73 -0.20
C 0.79 1.41 -0.29 -0.21
C -1.18 -0.20 -0.43 -0.29
C 0.84 -1.56 -1.09 -0.90
N 1.15 0.51 0.77 -0.04
O -1.13 -1.58 -2.45 0.17
Br 2.15 -0.96 -2.32 0.90
Br 1.39 -3.03 -0.05 0.88
H -0.67 -1.61 1.09 0.06
H -2.03 -0.45 1.63 0.18
H -1.24 1.76 -0.11 0.11
H -0.76 1.43 -1.85 0.19
H -0.18 1.22 2.20 0.15
H 0.55 -0.30 2.66 0.15
H 1.72 1.32 -0.95 0.10
H 0.92 2.35 0.10 0.10
H -2.26 -0.22 -0.65 0.17
H 2.06 0.29 1.09 0.14
```

Output
Relative energy (zero: lowest compared OMol25 entry of this formula, charge and spin) in kJ/mol: 201.51
Gap between HOMO and LUMO (spin up / spin down) in Eh: 0.2405 / 0.2243
Net charge: +1

Entry from OMol25: a cluster of 2 separate species, C9H12N2OS2 in total in a non-equilibrium geometry (the ωB97M-V functional and the def2-TZVPD basis).

Structure (XYZ):
```
26
Properties=species:S:1:pos:R:3:lowdin_charge:R:1
C -0.93 -3.76 -0.22 -0.28
C -1.33 -2.47 -0.61 -0.21
C 0.35 -3.90 0.09 -0.45
C -0.39 -1.50 -0.48 -0.53
C 1.18 0.90 0.56 -0.37
C -2.38 2.10 0.74 -0.88
C 2.35 1.83 0.82 0.03
C 0.82 1.87 -1.62 0.02
C -0.46 -0.13 -0.82 -0.21
N -2.31 1.36 1.67 0.14
N 0.52 0.80 -0.55 -0.10
O 0.82 0.21 1.68 0.06
S -2.35 3.02 -0.50 0.75
S 1.13 -2.32 0.03 0.98
H -1.67 -4.69 -0.06 0.14
H -2.43 -2.42 -1.07 0.14
H 0.97 -4.63 0.56 0.04
H 2.97 1.61 -0.05 0.09
H 2.06 2.89 0.79 0.10
H 2.74 1.60 1.75 0.07
H 1.87 2.10 -1.67 0.08
H 0.39 1.61 -2.55 0.07
H 0.09 2.74 -1.32 0.06
H -1.34 0.28 -1.33 0.10
H 0.08 -0.34 1.52 0.05
H -2.75 1.26 2.62 0.13
```

Output
Relative energy (zero: lowest compared OMol25 entry of this formula, charge and spin) in kJ/mol: 223.15
Gap between HOMO and LUMO (spin up / spin down) in Eh: 0.2274 / 0.2274

Please write out number 2 again, unchanged.
Entry from OMol25: an isolated molecule of C4H9NO2 in a non-equilibrium geometry (the ωB97M-V functional and the def2-TZVPD basis).

Structure (XYZ):
```
16
Properties=species:S:1:pos:R:3:lowdin_charge:R:1
C 2.05 0.14 -0.21 -0.10
O 1.37 -0.42 0.90 -0.18
C 0.15 0.27 1.06 -0.17
C -0.89 -0.11 0.00 -0.32
C -1.10 -1.55 -0.36 -0.03
N -1.61 0.74 -0.61 0.03
O -1.35 2.05 -0.23 -0.07
H 3.04 -0.33 -0.20 0.09
H 1.52 -0.11 -1.14 0.09
H 2.12 1.22 -0.14 0.09
H 0.35 1.33 1.02 0.10
H -0.23 -0.03 2.04 0.14
H -1.42 -2.12 0.52 0.08
H -0.17 -1.99 -0.73 0.08
H -1.87 -1.63 -1.14 0.08
H -1.96 2.54 -0.78 0.09
```

Output
Relative energy (zero: lowest compared OMol25 entry of this formula, charge and spin) in kJ/mol: 310.51
Gap between HOMO and LUMO in Eh: 0.3908